A single C4H9NO molecule in a non-equilibrium geometry, computed with ωB97M-V/def2-TZVPD.

Values from the calculation:
total charge: 0
relative energy (zero: lowest compared OMol25 entry of this formula, charge and spin): 99.4 kcal/mol
lowest unoccupied orbital energy: 1.06 eV
structure (SMILES): C=C(C)ONC

Atoms and positions in Å:
C: 2.1810 0.8558 -0.9390
C: 1.2115 0.2650 -0.2863
C: 0.8593 -1.1527 -0.1069
C: -2.1653 0.0984 0.3276
N: -0.8858 0.2336 1.0262
O: -0.0089 1.0564 0.1517
H: 2.1306 1.8581 -1.1902
H: 3.0289 0.1596 -1.0805
H: 0.4791 -1.3124 0.8661
H: 0.0492 -1.2877 -0.7586
H: 1.7984 -1.7689 -0.3075
H: -1.9953 -0.3557 -0.6468
H: -2.9170 -0.4582 0.9149
H: -2.6065 1.0763 0.1119
H: -1.1593 0.7324 1.9174

In the Löwdin picture, each atom carries the following charge in e: C 0.05; C -0.33; C -0.06; C -0.12; N -0.14; O -0.13; H 0.04; H 0.08; H 0.06; H 0.06; H 0.12; H 0.07; H 0.09; H 0.07; H 0.14

***

A single C4H9NO molecule in a non-equilibrium geometry, computed with ωB97M-V/def2-TZVPD.

Values from the calculation:
total charge: 0
relative energy (zero: lowest compared OMol25 entry of this formula, charge and spin): 33.3 kcal/mol
lowest unoccupied orbital energy: 1.01 eV
structure (SMILES): N[C@@H]1CCCO1

Atoms and positions in Å:
N: -1.9170 0.9867 -0.7156
C: -0.6383 0.3775 -0.4172
C: -0.5859 -0.7206 0.6342
C: 0.9669 -0.8207 0.7848
C: 1.4813 0.4903 0.1267
O: 0.3227 1.2963 0.0191
H: -1.7275 1.7645 -1.3441
H: -2.4165 0.3155 -1.2910
H: -0.2351 -0.1183 -1.3240
H: -0.8929 -1.6957 0.2775
H: -1.0742 -0.4605 1.5644
H: 1.2761 -1.6226 0.1158
H: 1.3488 -1.0593 1.7687
H: 2.2459 1.0296 0.6700
H: 1.8457 0.2372 -0.8693

In the Löwdin picture, each atom carries the following charge in e: N 0.07; C -0.49; C -0.11; C -0.14; C -0.19; O -0.08; H 0.08; H 0.08; H 0.14; H 0.11; H 0.11; H 0.10; H 0.10; H 0.12; H 0.11

***

A single C4H9NO molecule in a non-equilibrium geometry, computed with ωB97M-V/def2-TZVPD.

Values from the calculation:
total charge: 0
relative energy (zero: lowest compared OMol25 entry of this formula, charge and spin): 42.6 kcal/mol
lowest unoccupied orbital energy: 0.89 eV
structure (SMILES): CCCNC=O

Atoms and positions in Å:
C: 1.6968 0.1550 0.7112
N: 0.4153 0.4984 0.5524
C: -0.4016 -0.6961 -0.0080
C: -1.7461 -0.2208 -0.4011
C: -1.7189 1.0459 -1.3094
O: 2.1976 -0.9843 0.6295
H: 2.3899 1.0405 0.8610
H: -0.1231 0.8297 1.3701
H: -0.3161 -1.4168 0.8366
H: 0.2647 -1.0145 -0.8239
H: -2.2463 0.1203 0.6098
H: -2.3743 -0.9415 -0.8440
H: -2.6653 1.3676 -1.8999
H: -1.3122 2.0129 -0.8520
H: -1.0871 0.6829 -2.1168

In the Löwdin picture, each atom carries the following charge in e: C -0.38; N 0.00; C -0.20; C -0.27; C -0.13; O -0.01; H 0.14; H 0.15; H 0.13; H 0.12; H 0.13; H 0.08; H 0.09; H 0.08; H 0.06